[1]
# C9H14O5

2 unconnected molecules or ions with the total composition C9H14O5 in a non-equilibrium geometry (ωB97M-V with the def2-TZVPD basis set, the Open Molecules 2025 dataset).

Results
* net charge: 0
* energy above the lowest of the compared OMol25 structures with the same formula, charge and spin: 17.64 kcal per mole
* orbital gap: 9.5 eV
* LUMO energy: -0.5 eV
* molecular weight: 202.21 g mol⁻¹

XYZ file:
```
28
C9H14O5, DFT ωB97M-V with the def2-TZVPD basis set
C 0.6180 0.4223 0.3353
C 0.7493 1.9736 0.3161
O -0.4106 2.6383 -0.1751
C -1.3189 3.0007 0.8726
C -2.4635 1.9521 0.8537
C -3.1981 1.8506 -0.2557
C -4.1518 0.6983 0.1001
O -4.7963 0.1429 -0.7055
O -4.0767 0.4154 1.4418
C -2.8926 0.9664 1.9304
O -2.3655 0.7293 2.9355
H 0.2700 0.1116 -0.6649
H -0.1567 0.1069 1.0625
H 1.5876 -0.0314 0.5852
H 1.1045 2.3379 1.2992
H 1.5627 2.2070 -0.4034
H -0.8488 2.9603 1.8716
H -1.6845 4.0083 0.6103
H -3.1186 2.4195 -1.1791
C 3.4659 -3.8408 -1.4172
C 2.1789 -3.1314 -1.0407
O 2.4535 -1.8483 -0.4830
H 4.1073 -3.9570 -0.5421
H 3.2610 -4.8273 -1.8370
H 4.0277 -3.2580 -2.1518
H 1.6318 -3.7046 -0.2928
H 1.5357 -3.0048 -1.9177
H 2.9287 -1.3377 -1.1484
```

=====

[2]
# C10H10F3IrNO2

A molecular structure, C10H10F3IrNO2 in a non-equilibrium geometry (ωB97M-V with the def2-TZVPD basis set, the Open Molecules 2025 dataset).

Results
* net charge: 0
* orbital gap (alpha / beta): 5.6 / 6.5 eV
* LUMO energy (alpha / beta): 0.6 / -2.8 eV
* molecular weight: 425.41 g mol⁻¹
* multiplicity: 6

XYZ file:
```
27
C10H10F3IrNO2, DFT ωB97M-V with the def2-TZVPD basis set
C 0.8917 -1.0874 -1.8696
C -0.5118 -1.2005 -2.2068
C -1.1500 -2.0514 -1.2132
C -0.1312 -2.4378 -0.2489
C 1.1318 -1.8877 -0.6879
Ir -0.4873 -0.2659 -0.3127
C -1.4088 1.4331 -0.7939
C -0.0493 1.7580 -1.0835
C 0.6874 2.3293 -2.0693
N 0.8754 1.0454 0.1633
H -2.1952 -2.3801 -1.1987
H -1.0015 -0.7490 -3.0650
H -0.2916 -3.0723 0.6318
H 2.0875 -1.9625 -0.1459
H 1.6405 -0.4483 -2.3748
H -2.0804 1.3532 -1.6607
H 0.5996 1.8158 0.9517
H -1.8611 1.9274 0.0466
H 0.3086 3.0066 -2.8501
H 1.7436 2.0754 -2.1217
F -2.8816 1.3901 4.1734
C -2.7666 0.3302 3.3240
F -2.4078 -0.7398 4.0496
F -3.9668 0.0798 2.7530
C -1.6577 0.5834 2.2076
O -0.9348 1.5901 2.1765
O -1.6686 -0.4027 1.3300
```

=====

[3]
# C2H2NO2P

2 unconnected molecules or ions with the total composition C2H2NO2P in a non-equilibrium geometry (ωB97M-V with the def2-TZVPD basis set, the Open Molecules 2025 dataset).

Results
* net charge: 0
* energy above the lowest of the compared OMol25 structures with the same formula, charge and spin: 141.62 kcal per mole
* orbital gap: 9.5 eV
* LUMO energy: -0.9 eV
* molecular weight: 103.02 g mol⁻¹

XYZ file:
```
8
C2H2NO2P, DFT ωB97M-V with the def2-TZVPD basis set
C -0.7759 0.5003 -0.0132
C 0.3983 -0.1018 0.0199
N -0.4406 0.3105 2.1408
O -1.2063 0.8369 1.1390
O 0.7746 -0.6374 -1.9483
P 0.8818 -0.5194 1.6880
H -1.1811 0.9118 -0.8933
H 1.5492 -1.3010 -2.1331
```

=====

[4]
# C21H25Br51Cl

A molecular structure, C21H25Br51Cl in a non-equilibrium geometry (ωB97M-V with the def2-TZVPD basis set, the Open Molecules 2025 dataset).

Results
* net charge: -1
* energy above the lowest of the compared OMol25 structures with the same formula, charge and spin: 0.00 kcal per mole
* orbital gap: 2.1 eV
* LUMO energy: 0.7 eV
* molecular weight: 4387.99 g mol⁻¹

XYZ file:
```
98
C21H25Br51Cl, DFT ωB97M-V with the def2-TZVPD basis set
C -6.0199 2.9789 -1.8530
C -5.8027 3.9777 -2.9434
Cl -7.0900 5.2455 -2.8867
C -5.7023 3.4541 -4.3842
C -4.2932 3.5788 -4.9211
H -5.4632 2.1045 -2.1340
H -7.0715 2.7177 -1.7997
H -4.8914 4.5105 -2.7402
H -5.9952 2.4238 -4.3796
H -6.3760 3.9854 -5.0407
H -3.9851 4.6091 -4.8669
H -4.2114 3.2150 -5.9326
H -3.6354 3.0192 -4.2745
C -1.6457 -2.2905 -1.9869
Br -1.2410 -0.7641 -3.0757
Br -0.8075 -2.1353 -0.2631
Br -3.5286 -2.6028 -1.8322
H -1.2076 -3.1483 -2.4703
C 2.0987 1.4586 -3.5666
Br 2.3461 -0.4016 -3.9709
Br 3.7919 2.3069 -3.2203
Br 1.1221 2.3934 -4.9346
H 1.5123 1.4942 -2.6604
C 3.7478 -0.3830 -0.0605
Br 5.0506 1.0129 0.1193
Br 4.1294 -1.8518 1.1210
Br 1.9538 0.2572 0.1874
H 3.8170 -0.7614 -1.0712
C -3.0220 -5.3789 1.8841
Br -2.7030 -3.6524 2.6556
Br -4.7236 -5.4629 0.9945
Br -1.5948 -5.9086 0.7114
H -3.0494 -6.0933 2.6912
C 0.2521 -7.0240 4.6180
Br 0.5650 -5.1365 4.5505
Br -1.6204 -7.4149 4.8156
Br 1.0058 -7.9320 3.1027
H 0.7467 -7.4026 5.4995
C 4.8934 -5.6364 4.4136
Br 3.8488 -6.4230 5.8252
Br 5.0513 -6.8034 2.8985
Br 4.2241 -3.9092 3.9001
H 5.8852 -5.4849 4.8072
C 6.4429 -2.3467 -3.5789
Br 5.7788 -1.3766 -5.0967
Br 5.2231 -2.2706 -2.0924
Br 6.8808 -4.1638 -4.0277
H 7.3541 -1.8654 -3.2628
C 7.3759 -7.4016 -0.8751
Br 8.5342 -7.2134 -2.3973
Br 8.3672 -7.8363 0.7141
Br 6.2859 -5.8426 -0.6244
H 6.7151 -8.2294 -1.0756
C -2.5184 -9.8103 -0.0687
Br -2.8431 -11.6880 -0.3357
Br -2.6814 -9.3325 1.7806
Br -0.8096 -9.3075 -0.7923
H -3.2754 -9.2704 -0.6162
C -2.3578 6.8794 -1.3745
Br -3.1321 8.3498 -2.3423
Br -3.5305 6.2576 0.0080
Br -1.7784 5.4712 -2.5392
H -1.4698 7.2612 -0.8929
C -9.0007 7.8848 -0.1690
Br -9.0400 6.0504 0.3758
Br -9.7817 9.0438 1.1652
Br -7.2261 8.4425 -0.6353
H -9.6061 7.9751 -1.0562
C -1.7203 11.6520 0.1928
Br -1.1774 9.8831 0.7157
Br -0.3746 12.5084 -0.8841
Br -3.4320 11.6750 -0.6753
H -1.8168 12.2256 1.0999
C 1.7738 4.6764 -0.1611
Br 0.3072 5.4667 0.7944
Br 1.6883 5.0164 -2.0441
Br 3.4756 5.2130 0.5705
H 1.7003 3.6079 -0.0286
C -2.2810 -6.5263 8.9153
Br -1.8287 -8.3274 8.4182
Br -0.7152 -5.4132 8.9731
Br -3.6268 -5.7853 7.7627
H -2.6935 -6.5608 9.9103
C 5.7121 5.1806 3.6800
Br 6.4095 6.4876 2.4553
Br 7.0782 3.9588 4.2585
Br 4.8293 6.0126 5.1679
H 4.9704 4.6061 3.1460
C 3.5815 13.0928 -1.4486
Br 3.7981 11.3012 -2.0995
Br 5.2662 13.8834 -0.9646
Br 2.6264 14.1881 -2.7070
H 2.9822 13.0388 -0.5534
C 0.5283 -13.4351 -0.4526
Br 1.5678 -12.4493 0.8260
Br 1.3346 -13.4048 -2.1960
Br 0.1946 -15.2326 0.1415
H -0.4265 -12.9413 -0.5300
```

=====

[5]
# C26H24N6O3RuS2

A molecular structure, C26H24N6O3RuS2 in a non-equilibrium geometry (ωB97M-V with the def2-TZVPD basis set, the Open Molecules 2025 dataset).

Results
* net charge: +1
* energy above the lowest of the compared OMol25 structures with the same formula, charge and spin: 13.10 kcal per mole
* orbital gap (alpha / beta): 7.6 / 7.0 eV
* LUMO energy (alpha / beta): -2.5 / -3.4 eV
* molecular weight: 633.72 g mol⁻¹
* multiplicity: 2

XYZ file:
```
62
C26H24N6O3RuS2, DFT ωB97M-V with the def2-TZVPD basis set
Ru -0.1708 -0.2761 -0.2103
C -5.3008 -0.0923 2.3007
O -3.9642 -0.3085 1.8745
C -2.9788 0.1877 2.6631
C -3.1827 0.9369 3.8007
C -2.0933 1.4017 4.5580
C -0.8136 1.1264 4.1608
C -0.5763 0.3959 2.9786
C 0.7892 0.1297 2.5898
N 1.0152 -0.4367 1.4590
N 2.2789 -0.9188 1.1841
C 2.1933 -1.6036 0.0664
O 1.0735 -1.7979 -0.5604
C 3.4328 -2.1129 -0.5625
C 4.6791 -1.8412 0.0001
C 5.8331 -2.2187 -0.6658
C 5.7505 -2.8708 -1.8902
C 4.5103 -3.1600 -2.4430
C 3.3520 -2.7793 -1.7824
C -1.6603 -0.1003 2.2116
O -1.5461 -0.8226 1.1123
H -5.9341 -0.6009 1.5800
H -5.5434 0.9737 2.3112
H -5.4714 -0.5146 3.2931
H -4.1850 1.1647 4.1324
H -2.2789 1.9687 5.4600
H 0.0325 1.4608 4.7492
H 1.6118 0.3058 3.2799
H 4.7308 -1.3432 0.9589
H 6.8001 -2.0062 -0.2292
H 6.6549 -3.1592 -2.4098
H 4.4464 -3.6841 -3.3876
H 2.3778 -2.9956 -2.1995
C -3.3009 -1.6573 -1.3185
C -2.3192 -1.1561 -2.3224
N -1.1391 -0.6480 -2.0427
C -0.4515 -0.2743 -3.1815
C -1.1176 -0.4872 -4.3389
S -2.6323 -1.1961 -4.0008
C 0.8622 0.3099 -2.9456
C 1.8542 0.5882 -3.8219
S 3.1419 1.3380 -2.9953
C 2.3050 1.2371 -1.5188
N 1.1349 0.6463 -1.6316
C 2.8775 1.8419 -0.2810
H -2.9156 -1.5176 -0.3113
H -3.5019 -2.7162 -1.4841
H -4.2473 -1.1213 -1.4079
H -0.8032 -0.2692 -5.3457
H 1.8837 0.4050 -4.8828
H 3.9329 2.0686 -0.4191
H 2.7793 1.1616 0.5612
H 2.3561 2.7756 -0.0610
N -1.7100 3.4529 0.9435
C -2.7546 3.0311 0.1514
C -2.3362 1.8751 -0.4174
N -1.0508 1.5914 0.0153
C -0.7150 2.5636 0.8383
H -1.6821 4.2934 1.4957
H -3.6763 3.5788 0.0737
H -2.8569 1.2276 -1.0982
H 0.2203 2.6488 1.3639
```